Entry 1:
Entry from OMol25: a single C8H12NPS2 molecule at a distorted geometry (ωB97M-V with the def2-TZVPD basis set).

Geometry (Å):
C (2.562, -2.401, 0.453)
C (1.564, -2.366, 1.437)
C (2.562, -1.356, -0.449)
C (0.679, -1.289, 1.576)
C (1.641, -0.283, -0.372)
C (0.648, -0.291, 0.615)
C (-2.276, 1.985, -1.163)
C (-1.488, -0.360, -1.154)
N (-1.587, 0.944, -0.487)
P (-0.322, 1.348, 0.498)
S (0.633, 3.039, -0.022)
S (-1.238, 1.622, 2.450)
H (3.378, -3.178, 0.250)
H (1.291, -3.150, 2.241)
H (3.391, -1.178, -1.133)
H (-0.096, -1.328, 2.378)
H (1.797, 0.501, -1.061)
H (-2.277, 2.841, -0.522)
H (-1.544, 2.285, -2.047)
H (-3.284, 1.663, -1.504)
H (-0.677, -0.197, -1.851)
H (-1.033, -1.168, -0.603)
H (-2.431, -0.524, -1.624)
H (-1.893, 2.841, 2.094)

Cartesian forces (eV/Å) of the 3 atoms listed first:
0.5 -0.8 -0.5
-0.9 -1.2 1.9
-0.1 1.9 0.1

The LUMO energy comes out at 0.4 eV. As for the HOMO-LUMO gap: 0.3228 Ha. The calculation puts the electronic energy at -1504.50070 hartree. As for the HOMO energy: -8.40 eV. The SMILES is CN(C)[P@@](=S)(S)c1ccccc1.

Entry 2:
Entry from OMol25: a single C8H12O molecule at a distorted geometry (ωB97M-V with the def2-TZVPD basis set).

Geometry (Å):
C (0.194, -0.285, -0.145)
C (-1.073, -0.500, 0.498)
C (2.720, -0.600, -0.277)
C (2.470, 0.785, 0.149)
C (1.379, -0.987, 0.435)
C (1.110, 0.426, 0.808)
C (-2.216, 0.006, 0.100)
C (-2.555, 0.550, -1.305)
O (-3.381, -0.033, 0.917)
H (0.276, -0.062, -1.154)
H (-0.998, -0.844, 1.507)
H (2.659, -0.848, -1.342)
H (3.532, -1.077, 0.145)
H (3.103, 1.212, 1.031)
H (2.387, 1.604, -0.653)
H (1.036, -1.910, 0.854)
H (0.640, 0.874, 1.634)
H (-3.467, -0.017, -1.748)
H (-1.694, 0.429, -1.960)
H (-3.019, 1.632, -1.291)
H (-3.105, -0.355, 1.798)

Cartesian forces (eV/Å) of the 3 atoms listed first:
1.7 0.5 0.3
-0.3 0.1 0.1
-2.8 -1.8 -0.9

The LUMO energy comes out at 0.9 eV. As for the HOMO-LUMO gap: 0.3324 Ha. The calculation puts the electronic energy at -387.14628 hartree. As for the HOMO energy: -8.10 eV. The SMILES is C/C(O)=C\[C@@H]1[C@H]2CC[C@@H]12.

Entry 3:
Entry from OMol25: 2 unconnected molecules or ions with the total composition C8H12O at a distorted geometry (ωB97M-V with the def2-TZVPD basis set).

Geometry (Å):
C (-0.015, 0.797, -0.295)
C (0.032, 1.066, -1.776)
C (0.538, -2.414, -1.553)
C (0.225, 1.286, 1.123)
C (-0.164, -0.063, 0.694)
C (1.782, -2.128, -1.363)
C (-0.871, 2.263, 1.668)
C (-0.760, -1.379, 1.190)
O (-0.503, -2.916, -1.717)
H (0.926, 0.345, -2.188)
H (0.216, 2.096, -2.010)
H (1.254, 1.608, 1.547)
H (2.533, -2.632, -2.023)
H (-0.967, 0.780, -2.220)
H (2.122, -1.430, -0.606)
H (-1.746, 1.733, 1.796)
H (-1.253, 3.079, 0.957)
H (-0.678, 2.763, 2.615)
H (0.022, -1.974, 1.820)
H (-1.146, -1.837, 0.388)
H (-1.547, -1.045, 1.953)

Cartesian forces (eV/Å) of the 3 atoms listed first:
0.7 -1.0 0.9
0.7 -2.5 0.0
-1.2 -1.9 -0.2

The LUMO energy comes out at 0.8 eV. As for the HOMO-LUMO gap: 0.3452 Ha. The calculation puts the electronic energy at -387.10180 hartree. As for the HOMO energy: -8.60 eV. The SMILES is CC1=C(C)C1C.C=C=O.

Entry 4:
Entry from OMol25: a single C8H12O3 molecule at a distorted geometry (ωB97M-V with the def2-TZVPD basis set).

Geometry (Å):
C (-0.423, 2.044, -0.641)
C (0.503, 0.803, -0.651)
C (2.719, 0.283, 0.128)
C (2.404, -0.988, 0.202)
C (0.950, -1.597, 0.315)
C (0.028, -0.314, 0.401)
C (-1.517, -0.693, 0.048)
C (-2.542, 0.192, 0.635)
H (-0.356, 2.622, 0.293)
H (-0.196, 2.820, -1.433)
H (-1.488, 1.758, -0.653)
H (0.591, 0.336, -1.609)
H (3.747, 0.609, 0.184)
H (3.105, -1.719, 0.475)
H (0.913, -2.240, 1.220)
H (-0.207, -2.414, -0.924)
H (-0.077, 0.004, 1.440)
H (-3.355, -0.581, 0.965)
H (-3.201, 0.717, -0.066)
H (-2.352, 0.945, 1.435)
O (1.826, 1.278, -0.165)
O (0.754, -2.401, -0.795)
O (-1.826, -1.463, -0.803)

Cartesian forces (eV/Å) of the 3 atoms listed first:
0.1 0.7 -0.2
0.2 0.6 3.4
-0.5 0.5 -0.8

The LUMO energy comes out at 0.7 eV. As for the HOMO-LUMO gap: 0.3567 Ha. The calculation puts the electronic energy at -537.68132 hartree. As for the HOMO energy: -9.00 eV. The SMILES is CC(=O)[C@H]1[C@@H](O)C=CO[C@@H]1C.

Entry 5:
Entry from OMol25: a single C8H12O3 molecule at a distorted geometry (ωB97M-V with the def2-TZVPD basis set).

Geometry (Å):
C (-1.940, 0.225, 0.120)
C (1.518, 1.853, -0.275)
C (0.180, 1.692, 0.388)
C (2.393, 0.613, -0.097)
C (-0.609, 0.567, -0.280)
C (0.691, -1.010, 0.103)
C (-2.628, -0.868, -0.688)
C (0.093, -2.213, 0.624)
O (-2.607, 1.045, 0.709)
O (1.734, -0.461, 0.712)
O (0.199, -0.304, -0.980)
H (1.508, 1.994, -1.422)
H (2.180, 2.657, 0.046)
H (0.348, 1.479, 1.497)
H (-0.420, 2.650, 0.246)
H (2.689, 0.252, -1.111)
H (3.249, 0.804, 0.556)
H (-3.672, -0.467, -0.908)
H (-2.819, -1.655, 0.014)
H (-1.970, -1.282, -1.518)
H (0.904, -2.841, 1.108)
H (-0.355, -2.775, -0.162)
H (-0.666, -1.956, 1.319)

Cartesian forces (eV/Å) of the 3 atoms listed first:
0.6 0.6 -3.4
1.5 -0.3 -2.2
-1.4 1.1 0.2

The LUMO energy (spin up / spin down) comes out at 0.2 / -0.1 eV. As for the HOMO-LUMO gap (spin up / spin down): 0.2762 / 0.2586 Ha. The calculation puts the electronic energy at -537.60946 hartree. As for the HOMO energy (spin up / spin down): -7.35 / -7.14 eV.

Entry 6:
Entry from OMol25: 2 unconnected molecules or ions with the total composition C8H12O4 at a distorted geometry (ωB97M-V with the def2-TZVPD basis set).

Geometry (Å):
C (1.819, 1.805, -1.416)
C (-1.524, -0.253, 0.048)
C (1.327, 2.286, -0.335)
C (-1.507, 0.865, 0.697)
C (-0.752, -1.427, 0.427)
C (-1.907, -0.210, -1.392)
C (2.111, 2.558, 1.703)
C (-0.019, -3.488, -0.266)
O (-0.133, -1.475, 1.500)
O (-1.058, 1.046, 1.977)
O (1.539, 2.979, 0.623)
O (-0.691, -2.299, -0.506)
H (2.727, 2.043, -1.792)
H (1.206, 1.005, -2.000)
H (-1.610, 0.704, -1.820)
H (-2.962, -0.513, -1.599)
H (-1.312, -1.051, -1.754)
H (2.024, 3.229, 2.501)
H (2.805, 1.746, 1.642)
H (-1.863, 1.861, 0.206)
H (-0.092, -4.184, -1.156)
H (-0.533, -4.168, 0.530)
H (1.036, -3.280, -0.063)
H (-0.630, 0.222, 2.247)

Cartesian forces (eV/Å) of the 3 atoms listed first:
-3.1 -2.8 -1.4
-0.1 -1.6 -2.3
-2.4 -3.1 -3.9

The LUMO energy (spin up / spin down) comes out at 0.6 / 0.6 eV. As for the HOMO-LUMO gap (spin up / spin down): 0.3092 / 0.2998 Ha. The calculation puts the electronic energy at -612.74290 hartree. As for the HOMO energy (spin up / spin down): -7.84 / -7.56 eV.

Entry 7:
Entry from OMol25: 2 unconnected molecules or ions with the total composition C8H12O6 (ωB97M-V with the def2-TZVPD basis set).

Geometry (Å):
C (-2.150, 1.815, 0.993)
C (-0.945, 1.858, 1.888)
C (-1.095, 1.144, 3.253)
O (0.166, 0.521, 3.439)
C (0.837, 0.496, 2.255)
O (1.888, -0.037, 2.113)
O (0.154, 1.157, 1.306)
H (-2.661, 0.852, 1.075)
H (-1.890, 1.974, -0.052)
H (-2.876, 2.579, 1.277)
H (-0.654, 2.893, 2.095)
H (-1.892, 0.400, 3.210)
H (-1.282, 1.866, 4.043)
C (1.399, -2.926, -2.308)
C (0.752, -1.720, -1.671)
C (1.647, -0.487, -1.609)
O (0.798, 0.586, -2.016)
C (-0.322, 0.084, -2.581)
O (-1.176, 0.734, -3.099)
O (-0.321, -1.260, -2.521)
H (2.123, -3.366, -1.619)
H (1.920, -2.648, -3.223)
H (0.651, -3.684, -2.534)
H (0.348, -1.963, -0.686)
H (2.437, -0.573, -2.366)
H (2.143, -0.294, -0.662)

Cartesian forces (eV/Å) of the 3 atoms listed first:
-0.4 -0.3 -0.1
-0.3 0.2 0.8
-0.3 0.4 -0.7

The LUMO energy comes out at 0.7 eV. As for the HOMO-LUMO gap: 0.4249 Ha. The calculation puts the electronic energy at -763.51245 hartree. As for the HOMO energy: -10.89 eV. The SMILES is C[C@H]1COC(=O)O1.C[C@H]1COC(=O)O1.

Entry 8:
Entry from OMol25: a single C8H12OS molecule at a distorted geometry (ωB97M-V with the def2-TZVPD basis set).

Geometry (Å):
C (-0.143, 0.915, 0.433)
C (-0.923, -0.089, 0.099)
C (1.769, -0.412, 1.181)
C (1.355, -1.640, 0.421)
C (1.487, 0.247, -1.191)
C (1.270, 0.761, 0.192)
C (0.785, -1.090, -0.924)
C (-3.075, 1.277, -0.208)
O (-3.197, -1.302, -0.635)
S (-2.674, -0.465, 0.426)
H (-0.479, 1.605, 1.172)
H (1.502, -0.364, 2.170)
H (2.823, -0.475, 1.266)
H (2.221, -2.370, 0.233)
H (0.495, -2.307, 0.891)
H (1.058, 0.828, -1.916)
H (2.540, 0.058, -1.437)
H (1.847, 1.668, 0.340)
H (0.575, -1.713, -1.711)
H (-3.079, 1.904, 0.661)
H (-3.963, 1.325, -0.785)
H (-2.194, 1.640, -0.679)

Cartesian forces (eV/Å) of the 3 atoms listed first:
-1.8 -0.5 1.3
2.1 -2.0 -2.5
0.5 0.6 -3.0

The LUMO energy (spin up / spin down) comes out at 0.5 / 0.5 eV. As for the HOMO-LUMO gap (spin up / spin down): 0.3369 / 0.3369 Ha. The calculation puts the electronic energy at -785.25877 hartree. As for the HOMO energy (spin up / spin down): -8.69 / -8.69 eV.

> Which of these has the highest electronic energy?

number 3